# H2N2O3S

An isolated molecule of H2N2O3S (ωB97M-V/def2-TZVPD, the OMol25 dataset).

Each line ends with the Löwdin charge.
Element x y z (Å)
O: -2.5407 1.1998 -0.1917  0.113
N: -2.7569 0.0956 0.0971  -0.443
O: -3.7433 -0.4930 0.3982  0.145
O: -1.5942 -0.7611 0.0299  -0.101
N: -0.3460 0.0001 -0.4780  -0.382
S: 0.7356 0.2920 0.8650  0.687
H: -0.5775 0.9801 -0.8103  0.064
H: 1.1865 -1.0711 0.9853  -0.084

Atoms 1-3, force components in eV/Å:
-0.5 3.1 -0.5
1.0 -2.8 0.3
-0.1 0.1 0.1

E_LUMO   0.32 eV
Total charge   0
Structure (SMILES)   O=[N+]([O-])ONS
HOMO   -9.883 eV
Maximum force   3.15 eV/A
Orbital gap   10.20 eV
Energy above the lowest of the compared OMol25 structures with the same formula, charge and spin   92.69 kcal per mole

***

# C4H7NO2

A cluster of 2 separate species, C4H7NO2 in total (ωB97M-V/def2-TZVPD, the OMol25 dataset).

Each line ends with the Löwdin charge.
Element x y z (Å)
C: 0.3849 -1.8197 -0.6842  -0.291
C: 0.4793 1.9313 0.1454  -0.026
C: 0.8102 -1.4314 0.4635  0.017
C: -1.3242 0.4319 0.5275  -0.391
N: 0.1379 -2.4301 -1.7038  0.106
O: -2.0890 -0.1750 1.2384  0.081
O: -0.6106 1.4919 1.0248  -0.092
H: 0.2213 2.9600 -0.1841  0.110
H: 0.4704 1.1094 -0.5243  0.042
H: 1.2807 1.9508 0.8127  0.071
H: 0.4236 -1.6395 1.4235  0.061
H: 1.6107 -0.7282 0.4661  0.056
H: -1.2223 0.4316 -0.6256  0.160
H: -0.5730 -2.0828 -2.3798  0.096

Atoms 1-3, force components in eV/Å:
0.5 0.0 -2.0
-2.8 0.6 1.2
1.3 1.4 2.9

E_LUMO (alpha / beta)   0.77 / -2.53 eV
Total charge   0
HOMO (alpha / beta)   -4.934 / -10.893 eV
2S+1   3
Maximum force   4.69 eV/A
Orbital gap (alpha / beta)   5.71 / 8.36 eV
Energy above the lowest of the compared OMol25 structures with the same formula, charge and spin   48.80 kcal per mole

***

# C65H50CdCl3N2OP3S3Te2

A structure of composition C65H50CdCl3N2OP3S3Te2 (ωB97M-V/def2-TZVPD, the OMol25 dataset).

Each line ends with the Löwdin charge.
Element x y z (Å)
Cd: 0.5579 0.3495 -0.2671  1.132
C: 0.8322 6.2957 3.6281  -0.109
C: 0.1475 5.7600 2.5458  -0.087
C: 0.5321 4.5352 2.0256  -0.103
C: 1.6106 3.8307 2.5657  -0.368
C: 2.2938 4.3803 3.6469  -0.103
C: 1.9064 5.6059 4.1712  -0.098
P: 1.9581 2.2277 1.7291  1.042
C: 3.0981 1.4145 2.8992  -0.367
C: 4.1617 0.6520 2.4162  -0.103
C: 4.8691 -0.1832 3.2644  -0.086
C: 4.5399 -0.2556 4.6096  -0.103
C: 3.4928 0.5070 5.1049  -0.090
C: 2.7634 1.3203 4.2519  -0.120
C: 3.1324 2.8682 0.4734  -0.324
C: 4.2093 3.6295 0.8615  -0.100
C: 5.0505 4.2248 -0.0890  -0.094
C: 4.7852 4.0681 -1.4199  -0.053
C: 3.6883 3.2970 -1.8595  -0.190
C: 3.4188 3.1566 -3.2391  -0.070
C: 2.3591 2.4103 -3.6536  -0.098
C: 1.5518 1.7477 -2.7094  -0.222
C: 1.7528 1.8253 -1.3500  -0.235
C: 2.8411 2.6457 -0.9057  -0.225
H: 0.5294 7.2477 4.0481  0.090
H: -0.6943 6.2887 2.1150  0.088
H: -0.0142 4.1043 1.1907  0.090
H: 3.1293 3.8521 4.0892  0.094
H: 2.4470 6.0249 5.0124  0.093
H: 4.4266 0.7026 1.3671  0.090
H: 5.6592 -0.8077 2.8651  0.101
H: 5.0756 -0.9311 5.2653  0.093
H: 3.2151 0.4417 6.1504  0.099
H: 1.9139 1.8740 4.6351  0.097
H: 4.4200 3.7625 1.9160  0.098
H: 5.8986 4.8162 0.2375  0.091
H: 5.4115 4.5459 -2.1664  0.102
H: 4.0824 3.6342 -3.9525  0.101
H: 2.1485 2.2938 -4.7107  0.098
H: 0.7560 1.1187 -3.0873  -0.004
Cl: -1.0543 -1.9852 7.3195  0.592
C: -0.4930 -1.5925 5.7134  -0.703
C: -0.8906 -0.4079 5.1299  -0.169
C: -0.4467 -0.0958 3.8591  -0.592
Cl: -0.8865 1.4536 3.2409  0.733
C: 0.3899 -0.9573 3.0693  -0.515
O: 0.8010 -0.7518 1.8633  -0.383
C: 0.7744 -2.1399 3.7778  -0.562
Cl: 1.8461 -3.2236 2.9648  0.774
C: 0.3556 -2.4578 5.0516  -0.161
H: -1.5341 0.2807 5.6593  0.095
H: 0.6919 -3.3709 5.5219  0.095
Te: -4.0404 1.0002 -2.8519  1.205
C: -5.7300 -0.1849 -2.2321  -0.528
C: -6.7915 0.3685 -1.5254  -0.158
C: -7.8323 -0.4478 -1.1087  -0.183
N: -7.9033 -1.7496 -1.3706  0.037
C: -6.8973 -2.2725 -2.0717  -0.163
C: -5.8046 -1.5444 -2.5120  -0.124
C: -2.6589 -0.0474 -1.6400  -0.987
P: -2.1129 0.7655 -0.1515  0.783
C: -2.4555 2.5645 -0.1126  -0.407
C: -3.0270 3.2341 0.9679  -0.117
C: -3.0919 4.6210 0.9838  -0.105
C: -2.5767 5.3613 -0.0692  -0.118
C: -1.9882 4.7047 -1.1429  -0.089
C: -1.9284 3.3225 -1.1615  -0.154
C: -3.3088 0.0198 1.0261  -0.369
C: -2.8802 -1.1427 1.6685  -0.121
C: -3.7397 -1.8619 2.4814  -0.079
C: -5.0517 -1.4378 2.6463  -0.100
C: -5.4956 -0.3012 1.9860  -0.094
C: -4.6312 0.4218 1.1763  -0.109
P: -1.1568 -0.8064 -2.3162  0.824
C: -1.4225 -2.5771 -1.8295  -0.373
C: -0.4263 -3.4988 -2.1628  -0.117
C: -0.5801 -4.8385 -1.8417  -0.111
C: -1.7182 -5.2707 -1.1716  -0.114
C: -2.7039 -4.3577 -0.8262  -0.095
C: -2.5538 -3.0148 -1.1500  -0.117
C: -1.4928 -1.0186 -4.1127  -0.396
C: -0.7683 -0.2804 -5.0439  -0.114
C: -1.0685 -0.3613 -6.3964  -0.089
C: -2.0846 -1.1955 -6.8346  -0.108
C: -2.7928 -1.9589 -5.9170  -0.094
C: -2.4997 -1.8676 -4.5665  -0.117
H: -6.8043 1.4258 -1.2899  0.083
H: -8.6563 -0.0431 -0.5271  0.093
H: -6.9805 -3.3326 -2.2923  0.097
H: -5.0198 -2.0288 -3.0741  0.074
H: -3.4061 2.6702 1.8097  0.084
H: -3.5360 5.1247 1.8346  0.099
H: -2.6252 6.4436 -0.0505  0.093
H: -1.5651 5.2740 -1.9615  0.102
H: -1.4477 2.8133 -1.9914  0.086
H: -1.8587 -1.4801 1.5245  0.093
H: -3.3829 -2.7474 2.9937  0.105
H: -5.7278 -1.9992 3.2799  0.092
H: -6.5225 0.0249 2.1066  0.095
H: -4.9859 1.3027 0.6546  0.092
H: 0.4614 -3.1474 -2.6821  0.025
H: 0.1957 -5.5503 -2.0995  0.102
H: -1.8310 -6.3166 -0.9074  0.090
H: -3.5951 -4.6848 -0.3015  0.094
H: -3.3165 -2.2959 -0.8736  0.073
H: 0.0577 0.3349 -4.7129  0.061
H: -0.5068 0.2276 -7.1117  0.097
H: -2.3167 -1.2608 -7.8912  0.090
H: -3.5759 -2.6275 -6.2559  0.095
H: -3.0347 -2.4769 -3.8508  0.088
S: 2.2737 -1.5026 -3.6458  0.397
C: 3.5732 -1.7697 -2.5493  -1.377
N: 4.4091 -2.8902 -2.7962  -0.168
C: 5.6374 -2.8075 -2.0345  -0.366
C: 6.2274 -1.4767 -2.4602  -0.474
S: 4.7985 -0.3484 -2.3860  0.752
H: 3.8941 -3.7571 -2.7054  0.082
H: 6.2866 -3.6566 -2.2593  0.110
H: 5.4456 -2.7681 -0.9498  0.044
H: 6.5791 -1.5274 -3.4913  0.064
H: 7.0137 -1.1119 -1.7999  0.063
Te: 2.7044 -1.8733 -0.2759  1.098
C: 2.6604 -3.9585 0.0318  -0.924
C: 1.5891 -4.7130 0.4175  -0.354
C: 1.8826 -6.0839 0.6243  -0.213
C: 3.1872 -6.3833 0.3925  -0.440
S: 4.0673 -4.9811 -0.0797  0.919
H: 0.6109 -4.2780 0.5623  0.089
H: 1.1474 -6.8136 0.9358  0.098
H: 3.6963 -7.3302 0.4761  0.047

Atoms 1-3, force components in eV/Å:
-0.3 -0.2 0.5
0.0 0.0 0.0
0.0 0.1 0.0

E_LUMO   3.60 eV
Total charge   -2
HOMO   -1.742 eV
Maximum force   1.98 eV/A
Orbital gap   5.34 eV
Energy above the lowest of the compared OMol25 structures with the same formula, charge and spin   10.90 kcal per mole

***

# C2H16O5S

A cluster of 6 separate species, C2H16O5S in total (ωB97M-V/def2-TZVPD, the OMol25 dataset).

Each line ends with the Löwdin charge.
Element x y z (Å)
C: -1.0718 -0.3195 1.8217  -0.355
S: -0.2697 -0.8697 0.0360  0.457
C: 0.7246 -2.4911 1.2070  -0.309
H: -0.2446 0.0862 2.3785  -0.007
H: -1.9359 0.3481 1.6702  0.004
H: -1.3980 -1.1890 2.3826  -0.005
H: -0.0711 -3.1906 1.4636  -0.030
H: 1.1178 -1.9723 2.0639  -0.028
H: 1.4316 -2.7617 0.4503  -0.050
H: 1.5266 0.9651 1.0406  -0.025
H: 2.1473 2.0162 0.2525  0.028
O: 1.8330 1.8814 1.1562  -0.093
H: -2.1530 -0.1622 -1.3878  -0.072
H: -3.4690 0.5217 -1.4340  0.025
O: -2.6887 0.4003 -1.9937  -0.129
H: -0.3496 0.7231 -2.4760  -0.018
H: 0.3265 0.8335 -3.8338  0.021
O: 0.3808 0.3600 -2.9986  -0.097
H: -1.0678 1.7955 0.0646  -0.035
H: -1.1293 3.3163 -0.1659  0.021
O: -1.5790 2.5949 0.2799  -0.094
H: 1.9120 -0.9319 -0.3148  -0.101
H: 3.1412 -0.9099 -1.2888  0.021
O: 2.8862 -1.0441 -0.3742  -0.125

Atoms 1-3, force components in eV/Å:
0.4 -0.8 -1.9
-1.8 1.5 1.7
-0.4 -0.4 0.5

E_LUMO (alpha / beta)   3.28 / 3.18 eV
Total charge   -1
HOMO (alpha / beta)   -0.767 / -4.384 eV
2S+1   2
Maximum force   2.83 eV/A
Orbital gap (alpha / beta)   4.04 / 7.56 eV
Energy above the lowest of the compared OMol25 structures with the same formula, charge and spin   5.00 kcal per mole

***

# C26H28CrN5O5S2

A structure of composition C26H28CrN5O5S2 (ωB97M-V/def2-TZVPD, the OMol25 dataset).

Each line ends with the Löwdin charge.
Element x y z (Å)
Cr: -0.4536 1.0429 0.3680  0.402
S: 1.5879 0.5841 1.4476  0.845
C: 2.5602 1.6909 0.6022  -0.577
N: 3.7569 1.4230 0.1802  -0.037
C: 4.5761 2.4768 -0.4518  -0.056
C: 4.3129 3.7842 0.2406  -0.058
N: 2.8631 4.0556 0.2114  -0.067
C: 2.4974 5.4735 -0.0296  -0.081
C: 2.8605 5.8685 -1.4392  -0.233
C: 3.5866 7.0328 -1.6533  -0.032
C: 3.9219 7.4170 -2.9455  -0.051
C: 3.5413 6.6312 -4.0214  -0.056
C: 2.8192 5.4626 -3.8101  -0.057
C: 2.4745 5.0831 -2.5227  -0.043
C: 2.0055 3.0855 0.3250  -0.571
S: 0.3273 3.2854 0.1497  0.847
C: 4.3455 0.0476 0.1795  -0.073
C: 4.8378 -0.2975 -1.1959  -0.239
C: 6.1969 -0.4017 -1.4625  -0.040
C: 6.6293 -0.7143 -2.7448  -0.053
C: 5.7032 -0.9151 -3.7567  -0.053
C: 4.3418 -0.8116 -3.4932  -0.045
C: 3.9087 -0.5071 -2.2139  -0.026
H: 4.3348 2.5211 -1.5156  0.156
H: 5.6195 2.1858 -0.3561  0.147
H: 4.7947 4.5931 -0.3066  0.146
H: 4.6563 3.7998 1.2771  0.155
H: 3.0723 6.0549 0.6927  0.143
H: 1.4407 5.5943 0.1986  0.099
H: 3.8906 7.6453 -0.8127  0.120
H: 4.4842 8.3260 -3.1083  0.117
H: 3.8066 6.9271 -5.0270  0.116
H: 2.5184 4.8532 -4.6513  0.113
H: 1.8947 4.1780 -2.3742  0.102
H: 3.5560 -0.6269 0.5035  0.087
H: 5.1398 0.0387 0.9273  0.148
H: 6.9200 -0.2607 -0.6670  0.119
H: 7.6866 -0.8088 -2.9505  0.116
H: 6.0410 -1.1635 -4.7536  0.116
H: 3.6209 -0.9816 -4.2811  0.115
H: 2.8446 -0.4406 -2.0084  0.088
C: -2.2975 -1.8321 2.3463  0.037
C: -1.5834 -1.9204 1.0486  -0.284
N: -0.9375 -0.9576 0.3964  0.048
C: -0.4110 -1.5377 -0.7480  -0.114
C: -0.7373 -2.8522 -0.7801  -0.036
N: -1.4732 -3.0651 0.3530  0.215
C: -0.4919 -4.0020 -1.7029  -0.458
O: 0.2487 -3.7743 -2.7698  0.176
O: -0.9559 -5.0679 -1.4085  0.157
C: 0.3271 -0.6803 -1.6893  -0.522
O: 0.8503 -1.1122 -2.6950  0.104
O: 0.3191 0.5850 -1.3306  -0.173
H: -2.4351 -0.7946 2.6347  0.059
H: -1.7331 -2.3407 3.1286  0.107
H: -3.2794 -2.2987 2.2761  0.105
H: -1.8513 -3.9770 0.5851  0.195
H: 0.5396 -2.8382 -2.8245  0.081
C: -2.9504 2.7375 -0.4952  -0.046
O: -2.1698 1.5141 -0.5873  -0.226
H: -2.8154 3.1265 0.5096  0.078
H: -3.9978 2.4999 -0.6620  0.109
H: -2.5924 3.4614 -1.2241  0.104
H: -2.1386 1.2099 -1.5041  0.130
N: -1.7158 1.9441 3.2351  0.250
C: -1.2872 1.6004 2.2257  -0.088
H: -2.0848 2.2568 4.1170  0.142

Atoms 1-3, force components in eV/Å:
0.4 0.0 0.0
0.1 -0.1 0.3
-0.2 0.4 -0.2

E_LUMO (alpha / beta)   -6.90 / -6.99 eV
Total charge   +2
HOMO (alpha / beta)   -13.988 / -13.987 eV
2S+1   4
Maximum force   0.50 eV/A
Orbital gap (alpha / beta)   7.09 / 7.00 eV
Energy above the lowest of the compared OMol25 structures with the same formula, charge and spin   0.00 kcal per mole

***

# C13H44N2O9

A cluster of 9 separate species, C13H44N2O9 in total (ωB97M-V/def2-TZVPD, the OMol25 dataset).

Each line ends with the Löwdin charge.
Element x y z (Å)
N: 2.1840 1.0163 -0.8666  0.144
C: 2.5210 -0.1277 -0.3836  -0.688
N: 3.3910 -0.0737 0.5684  0.162
O: 2.2850 -1.2727 -1.0906  -0.076
H: 1.5320 1.0143 -1.7026  0.091
H: 2.4400 1.9703 -0.4236  0.169
H: 3.8590 -0.9407 0.8444  0.137
H: 3.4420 0.8103 1.1104  0.126
C: -0.8460 -0.9897 -3.1706  -0.055
C: 0.5520 -0.6257 -3.7486  -0.288
O: 0.9560 0.6033 -3.2646  -0.086
H: -1.1260 -1.9607 -3.5146  0.076
H: -1.5680 -0.2257 -3.3736  0.053
H: -0.8410 -1.0707 -2.0886  0.057
H: 0.4150 -0.5607 -4.8626  0.120
H: 1.2980 -1.3987 -3.6256  0.099
H: 1.7770 0.9023 -3.6016  0.079
C: 0.6030 -2.3427 1.4134  -0.082
C: 1.6780 -3.3927 1.3364  -0.377
O: 1.1740 -4.5567 1.7744  -0.021
H: 0.2530 -2.3797 2.4524  0.062
H: -0.3410 -2.6097 0.8064  0.119
H: 1.0460 -1.4057 1.1614  0.022
H: 2.5210 -3.0617 1.9694  0.112
H: 2.0540 -3.5207 0.3384  0.104
H: 1.6580 -5.2267 1.3684  0.066
C: 0.4290 3.8793 -2.0576  -0.065
C: 1.8550 4.1083 -2.5166  -0.334
O: 2.5420 5.0123 -1.7146  -0.048
H: -0.0810 4.7473 -1.8326  0.054
H: 0.3460 3.2983 -1.1346  0.059
H: -0.0940 3.4023 -2.8616  0.078
H: 1.8380 4.6083 -3.4716  0.112
H: 2.2400 3.1113 -2.6456  0.083
H: 3.4800 4.9703 -1.8516  0.078
C: -1.5180 0.8533 1.9224  -0.051
C: -0.6010 1.5093 0.8584  -0.373
O: -0.5900 0.7753 -0.2276  -0.069
H: -1.4810 1.3923 2.8324  0.045
H: -1.2830 -0.1987 2.2794  0.072
H: -2.6450 0.7213 1.6044  0.099
H: 0.3600 1.5023 1.2334  0.079
H: -0.8740 2.5443 0.6064  0.121
H: 0.2630 0.3773 -0.1016  0.053
C: -2.5540 -3.1487 3.2404  -0.201
O: -2.0740 -3.9617 2.2614  -0.145
H: -3.0360 -3.7747 3.9884  0.078
H: -3.2160 -2.4087 2.8034  0.070
H: -1.6670 -2.5727 3.6264  0.080
H: -1.2730 -4.5157 2.4294  0.097
C: 2.2280 -0.0927 3.7644  -0.197
O: 2.5690 -1.2427 4.4544  -0.114
H: 2.9580 0.0043 2.9854  0.037
H: 2.2940 0.8263 4.4094  0.100
H: 1.2580 -0.1527 3.3464  0.050
H: 3.5170 -1.0847 4.7254  0.114
C: -2.9830 2.5083 -1.5226  -0.158
O: -2.1480 1.6893 -2.2646  -0.109
H: -2.7060 3.5143 -1.4836  0.058
H: -3.1720 2.0323 -0.5656  0.077
H: -3.9770 2.5893 -1.9896  0.095
H: -1.4920 1.5193 -1.6246  -0.006
C: -3.7950 -1.3607 -0.2416  -0.141
O: -3.3780 -1.1447 -1.5946  -0.113
H: -2.9170 -1.3197 0.3734  0.036
H: -4.3270 -2.2857 0.0074  0.087
H: -4.3420 -0.4607 0.1284  0.079
H: -2.8720 -0.3477 -1.6066  0.006

Atoms 1-3, force components in eV/Å:
-2.4 5.6 -1.3
0.4 -6.8 -5.7
2.2 0.0 3.8

E_LUMO   0.07 eV
Total charge   0
Structure (SMILES)   NC(N)=O.CCO.CCO.CCO.CCO.CO.CO.CO.CO
HOMO   -9.488 eV
Maximum force   8.89 eV/A
Orbital gap   9.55 eV
Energy above the lowest of the compared OMol25 structures with the same formula, charge and spin   137.94 kcal per mole